C27H58Cl8N4O23 | the ωB97M-V functional and the def2-TZVPD basis

Last column: Löwdin charge in e.
Geometry (Å):
Cl: -3.231 -4.204 1.456  0.653
C: -3.063 -4.763 -0.172  -0.743
C: -4.272 -5.572 -0.619  -0.655
Cl: -5.546 -4.374 -0.800  0.591
H: -2.158 -5.367 -0.223  0.071
H: -2.790 -3.866 -0.729  0.034
H: -4.461 -6.244 0.218  0.070
H: -4.062 -6.227 -1.465  0.078
Cl: -0.867 3.370 -2.624  0.623
C: -0.462 5.104 -2.726  -0.604
C: -0.880 5.747 -1.378  -0.655
Cl: -0.790 7.541 -1.459  0.555
H: -1.095 5.495 -3.522  0.071
H: 0.604 5.241 -2.905  0.066
H: -0.141 5.471 -0.626  0.061
H: -1.844 5.426 -0.980  0.059
Cl: 1.624 -6.048 -2.911  0.569
C: 2.166 -4.357 -2.581  -0.675
C: 1.697 -3.981 -1.314  -0.753
Cl: 2.827 -4.526 -0.113  0.682
H: 1.720 -3.663 -3.295  0.073
H: 3.251 -4.320 -2.681  0.085
H: 0.682 -4.296 -1.073  0.077
H: 1.862 -2.903 -1.299  0.067
Cl: -1.430 -3.745 -3.883  0.888
C: -3.044 -3.170 -4.124  -0.580
C: -3.687 -4.109 -5.169  -0.549
Cl: -3.408 -3.518 -6.842  0.722
H: -3.001 -2.187 -4.592  0.082
H: -3.630 -3.087 -3.209  0.083
H: -4.754 -3.981 -4.984  0.115
H: -3.444 -5.171 -5.194  0.085
C: 1.236 -2.498 6.371  0.062
N: 0.787 -3.253 5.200  -0.487
O: 0.745 -2.700 4.149  0.042
O: 0.637 -4.433 5.303  0.081
H: 2.271 -2.198 6.213  0.113
H: 1.143 -3.111 7.268  0.105
H: 0.518 -1.678 6.382  0.094
C: -2.305 -2.633 4.373  0.024
N: -2.005 -1.310 3.651  -0.363
O: -2.394 -1.215 2.453  -0.013
O: -1.457 -0.423 4.315  0.057
H: -3.344 -2.938 4.245  0.088
H: -2.080 -2.600 5.439  0.093
H: -1.644 -3.369 3.914  0.063
C: -3.570 0.585 -0.556  0.047
N: -4.332 0.357 -1.818  -0.413
O: -5.065 -0.631 -1.763  0.028
O: -4.117 1.021 -2.835  0.055
H: -3.040 1.532 -0.662  0.084
H: -2.934 -0.295 -0.455  0.082
H: -4.124 0.515 0.381  0.111
C: 5.221 -5.182 2.876  0.052
N: 3.916 -4.530 3.237  -0.388
O: 3.271 -5.095 4.117  0.065
O: 3.557 -3.414 2.762  -0.024
H: 5.313 -6.184 3.295  0.101
H: 6.035 -4.596 3.304  0.105
H: 5.246 -5.184 1.787  0.082
C: 2.865 2.058 -1.881  -0.012
O: 3.534 2.418 -0.656  0.023
C: 4.055 1.562 0.185  -0.577
O: 4.638 1.964 1.180  0.117
O: 3.824 0.256 -0.196  -0.054
C: 4.271 -0.761 0.730  -0.041
H: 1.964 2.666 -1.790  0.076
H: 2.632 0.998 -1.977  0.072
H: 3.433 2.280 -2.784  0.099
H: 3.983 -0.687 1.779  0.091
H: 5.349 -0.610 0.794  0.098
H: 4.026 -1.718 0.271  0.070
C: -0.975 2.483 1.229  -0.012
O: -2.021 3.493 1.046  -0.065
C: -2.763 4.052 2.106  -0.492
O: -3.599 4.916 1.937  0.130
O: -2.562 3.450 3.319  -0.038
C: -3.383 3.814 4.444  -0.029
H: -0.459 2.703 2.164  0.081
H: -0.393 2.481 0.307  0.071
H: -1.488 1.535 1.064  0.069
H: -3.038 3.224 5.293  0.070
H: -4.451 3.753 4.234  0.101
H: -3.266 4.818 4.852  0.102
C: 0.832 -1.423 1.038  0.016
O: 0.994 -0.642 -0.255  -0.015
C: 0.021 -0.902 -1.198  -0.552
O: -0.849 -1.715 -1.309  0.103
O: 0.350 -0.029 -2.192  -0.024
C: -0.361 -0.050 -3.415  -0.055
H: 0.268 -0.734 1.667  0.078
H: 1.738 -1.798 1.515  0.066
H: 0.247 -2.342 1.016  0.088
H: 0.011 -0.654 -4.242  0.093
H: -0.333 0.963 -3.815  0.046
H: -1.344 -0.500 -3.271  0.072
C: 3.280 6.253 -7.163  0.004
O: 2.405 5.114 -7.399  -0.012
C: 1.742 4.480 -6.440  -0.535
O: 1.659 4.872 -5.257  0.073
O: 1.213 3.337 -6.970  0.013
C: 0.373 2.582 -6.084  -0.071
H: 4.156 5.814 -6.687  0.101
H: 2.733 7.013 -6.604  0.098
H: 3.585 6.699 -8.109  0.094
H: 1.002 1.861 -5.563  0.080
H: -0.386 1.967 -6.568  0.092
H: -0.193 3.024 -5.264  0.042
C: 1.941 2.269 2.895  -0.020
O: 1.091 2.403 4.068  -0.033
C: 0.974 3.539 4.758  -0.566
O: 1.453 4.604 4.351  0.108
O: 0.137 3.454 5.781  0.031
C: -0.623 2.332 6.024  -0.089
H: 1.702 1.382 2.308  0.081
H: 2.989 2.215 3.192  0.096
H: 1.834 3.115 2.215  0.097
H: -1.166 2.119 5.103  0.065
H: -1.367 2.576 6.782  0.102
H: -0.145 1.397 6.315  0.094

Cartesian forces, eV/Å:
Cl -0.1 0.2 1.2
C 1.4 -0.6 -1.0
C 1.2 0.4 1.0
Cl -0.8 -0.3 -0.6
H 0.0 -0.3 0.2
H -0.6 -0.1 -0.5
H -0.5 0.1 -0.1
H -0.3 0.5 -0.4
Cl 0.2 -0.4 0.1
C -0.9 1.0 0.9
C 0.9 -0.2 0.1
Cl -0.2 -0.4 -0.2
H 0.4 0.1 -0.1
H -0.3 -0.1 -0.2
H 0.0 -0.1 0.0
H -0.1 0.2 -0.5
Cl 0.2 0.2 -0.5
C 0.3 -1.4 -3.4
C -0.2 1.9 2.6
Cl 0.5 -0.8 1.4
H 0.0 -0.4 -0.6
H -0.2 0.0 0.0
H 0.1 0.3 0.0
H -0.8 0.3 0.3
Cl 0.3 -0.1 0.4
C -0.2 0.8 0.0
C -0.1 0.0 -1.8
Cl -0.1 -0.3 1.0
H 0.0 0.0 0.1
H 0.2 -0.4 0.2
H -0.3 0.0 0.1
H 0.1 0.2 0.5
C -0.6 0.4 0.6
N 1.7 -1.2 0.5
O -0.5 2.0 -2.0
O -0.9 -1.7 0.8
H -0.3 0.2 -0.1
H 0.0 0.0 -0.3
H 0.5 0.4 0.3
C 0.4 -0.1 -0.4
N -0.9 0.5 -0.3
O 1.3 -0.1 3.0
O -0.8 -1.4 -1.5
H 0.1 0.4 -0.3
H 0.1 0.6 -0.2
H -0.1 0.0 -0.1
C 0.8 0.4 0.0
N -0.5 -0.9 -0.4
O 0.3 0.8 -0.5
O -0.1 -0.7 1.7
H 0.1 -0.2 0.1
H 0.4 0.2 -0.4
H -0.8 0.4 -0.6
C 0.0 0.3 -0.6
N -1.5 1.5 1.5
O 0.7 0.5 -1.1
O 1.6 -2.7 0.5
H -0.6 0.2 -0.1
H -0.2 0.3 -0.2
H 0.3 0.0 0.1
C -0.5 -0.2 0.2
O 0.2 0.3 -1.0
C 0.7 -0.5 1.1
O -0.8 -1.4 -1.3
O -0.1 0.9 1.2
C 1.5 0.5 -0.4
H -0.1 -0.2 -0.7
H -0.1 0.2 0.6
H 0.3 0.6 0.4
H -0.9 0.3 -0.3
H 0.2 -0.5 -0.1
H 0.0 0.2 0.2
C -1.5 0.5 -0.6
O -0.8 1.2 1.5
C -0.9 -0.3 0.0
O 1.6 -1.3 -0.2
O 0.6 0.1 -1.0
C -0.2 0.7 0.5
H 0.1 -0.7 -0.3
H 0.6 0.9 0.3
H 0.1 -0.4 1.3
H -0.4 -0.6 -0.5
H 0.1 -0.6 -0.2
H 0.5 0.4 -0.8
C -0.9 0.5 0.1
O -2.1 -2.6 0.5
C 3.0 1.8 -0.8
O -0.4 -0.7 0.8
O 0.1 -0.4 0.1
C -0.9 -0.2 -0.3
H 0.3 -0.1 0.3
H 0.6 0.9 -0.6
H -0.4 0.2 -1.0
H 1.1 -0.5 0.3
H -0.5 0.0 0.4
H -0.4 0.8 0.2
C -0.5 -0.7 0.6
O -0.4 -0.5 -1.0
C 0.4 1.3 2.4
O -0.1 -1.4 -2.9
O -0.7 1.1 0.9
C 0.1 -1.4 1.0
H 0.0 0.6 0.4
H 0.4 -0.2 0.4
H -0.4 -0.5 -0.2
H 0.3 -0.1 0.0
H 0.3 0.4 -1.0
H 0.4 1.3 -0.4
C 0.5 1.0 0.3
O -0.1 -1.7 -0.1
C 0.8 2.7 -2.9
O -0.8 -2.2 1.6
O 1.6 1.4 0.6
C -1.9 -1.5 -0.6
H -0.5 -0.2 0.6
H -0.1 0.0 0.1
H 0.0 0.2 0.3
H -0.1 -0.4 0.0
H 0.3 0.2 0.1
H 0.7 0.3 0.1

For the electronic energy, the calculation gives -6693.787850 a.u. Its multiplicity is 2. For the gap between HOMO and LUMO (spin up / spin down), the calculation gives 9.16 / 1.47 eV. As for the maximum force: 4.076 eV/Å. As for the charge: +1.